(1)
Formula: C3H2N2O3
Source: the OMol25 dataset
Level of theory: ωB97M-V/def2-TZVPD

SMILES: O=C=C/N=C\ON=O
HOMO-LUMO gap (spin up / spin down): 7.91 / 7.91 eV
F_max: 0.0518 Eh/bohr
E_HOMO (spin up / spin down): -8.622 / -8.623 eV
energy above the lowest of the compared OMol25 structures with the same formula, charge and spin: 566.4 kJ/mol
calculated total energy: -450.5876 a.u.

The geometry in ORCA input format:
```
! RIJCOSX wB97M-V def2-TZVPD def2/J DEFGRID3
* xyz 0 1
C 0.345 1.061 -0.606
C -0.562 -0.567 0.893
C 0.053 2.333 -0.429
N 0.367 -0.039 0.228
N -2.151 1.097 0.499
O -0.115 3.476 -0.343
O -3.218 1.212 0.005
O -1.868 -0.275 0.924
H 0.817 0.858 -1.565
H -0.348 -1.449 1.487
*
```

***

(2)
Formula: C7H8Cl2O
Source: the OMol25 dataset
Level of theory: ωB97M-V/def2-TZVPD

SMILES: Oc1ccccc1.ClCCl
HOMO-LUMO gap: 9.68 eV
F_max: 0.0234 Eh/bohr
E_HOMO: -9.013 eV
energy above the lowest of the compared OMol25 structures with the same formula, charge and spin: 0.0 kJ/mol
calculated total energy: -1267.1540 a.u.

The geometry in ORCA input format:
```
! RIJCOSX wB97M-V def2-TZVPD def2/J DEFGRID3
* xyz 0 1
Cl 1.167 1.925 -1.902
Cl 3.292 1.618 0.103
C 1.584 1.391 -0.274
H 0.974 1.953 0.458
H 1.330 0.318 -0.169
O -2.107 1.442 -0.240
C 0.329 -1.847 0.530
C -0.104 -1.010 1.559
C -0.060 -1.579 -0.781
C -0.919 0.086 1.285
C -0.875 -0.483 -1.064
C -1.304 0.349 -0.029
H -2.299 1.506 -1.207
H 0.972 -2.710 0.751
H 0.196 -1.211 2.596
H 0.274 -2.229 -1.601
H -1.268 0.754 2.084
H -1.181 -0.273 -2.098
*
```

***

(3)
Formula: C4H10N2
Source: the OMol25 dataset
Level of theory: ωB97M-V/def2-TZVPD

HOMO-LUMO gap: 9.72 eV
F_max: 0.1105 Eh/bohr
E_HOMO: -9.046 eV
energy above the lowest of the compared OMol25 structures with the same formula, charge and spin: 416.5 kJ/mol
calculated total energy: -267.7667 a.u.

The geometry in ORCA input format:
```
! RIJCOSX wB97M-V def2-TZVPD def2/J DEFGRID3
* xyz 0 1
C 1.441 -1.311 0.424
C -0.077 -0.602 -0.042
C -0.799 0.027 1.291
C 0.074 0.625 -0.991
H 2.008 -0.494 1.017
H 2.066 -1.773 -0.442
H 1.144 -2.117 1.110
H -0.728 -1.408 -0.543
H -0.187 0.854 1.913
H -1.758 0.632 0.893
H -1.151 -0.806 1.980
H -2.406 0.911 -1.272
H -1.611 2.412 -1.772
H 2.013 0.650 -0.737
N -1.268 1.191 -1.552
N 1.241 1.208 -1.279
*
```

***

(4)
Formula: C3H6N2O
Source: the OMol25 dataset
Level of theory: ωB97M-V/def2-TZVPD

SMILES: O[C@H]1C=NNC1
HOMO-LUMO gap: 9.77 eV
F_max: 0.0308 Eh/bohr
E_HOMO: -8.983 eV
energy above the lowest of the compared OMol25 structures with the same formula, charge and spin: 220.9 kJ/mol
calculated total energy: -302.6089 a.u.

The geometry in ORCA input format:
```
! RIJCOSX wB97M-V def2-TZVPD def2/J DEFGRID3
* xyz 0 1
C 0.650 0.202 0.396
C -0.266 -0.925 -0.067
C -0.238 1.345 0.017
H 2.423 -0.468 -0.107
H 0.927 0.197 1.445
H 0.003 -1.194 -1.114
H -0.151 -1.821 0.569
H -2.253 -0.736 -0.626
H 0.083 2.351 0.023
N -1.596 -0.313 0.038
N -1.457 1.047 -0.206
O 1.874 0.315 -0.369
*
```

***

(5)
Formula: C27H44N6O5PbS4
Source: the OMol25 dataset
Level of theory: ωB97M-V/def2-TZVPD

HOMO-LUMO gap: 9.42 eV
F_max: 0.0673 Eh/bohr
E_HOMO: -13.643 eV
energy above the lowest of the compared OMol25 structures with the same formula, charge and spin: 0.0 kJ/mol
calculated total energy: -3545.1742 a.u.

The geometry in ORCA input format:
```
! RIJCOSX wB97M-V def2-TZVPD def2/J DEFGRID3
* xyz 2 1
Pb 0.136 0.068 0.261
O -1.457 1.312 1.655
S -2.804 2.025 1.631
C -2.859 3.025 0.131
C -1.920 4.234 0.191
C -0.594 4.066 -0.554
C -0.772 3.920 -2.073
S -0.159 2.319 -2.665
O -0.913 1.285 -1.844
C -0.919 2.318 -4.275
C -0.288 3.001 -5.306
C -0.879 3.016 -6.560
C -2.074 2.338 -6.772
C -2.681 1.643 -5.734
C -2.104 1.629 -4.471
C -4.004 0.808 1.144
C -3.717 -0.117 0.147
C -4.675 -1.060 -0.188
C -5.906 -1.066 0.462
C -6.182 -0.132 1.449
C -5.224 0.810 1.802
H -3.906 3.326 0.067
H -2.630 2.349 -0.698
H -1.709 4.500 1.230
H -2.445 5.091 -0.234
H -0.040 3.214 -0.149
H 0.017 4.945 -0.352
H -0.188 4.656 -2.628
H -1.813 4.002 -2.389
H 0.651 3.516 -5.137
H -0.405 3.550 -7.372
H -2.529 2.349 -7.753
H -3.608 1.113 -5.907
H -2.557 1.089 -3.649
H -2.771 -0.093 -0.384
H -4.464 -1.784 -0.964
H -6.651 -1.803 0.195
H -7.137 -0.142 1.957
H -5.425 1.533 2.584
N 3.265 -2.985 0.042
C 2.285 -2.544 1.092
C 3.015 -2.022 2.316
C 2.016 -1.262 3.181
N 1.640 -0.027 2.461
C 0.809 -2.137 3.529
C 0.185 -2.927 2.371
N -0.670 -2.071 1.525
C 1.252 -3.591 1.486
H 3.559 -2.105 -0.481
H 2.832 -3.618 -0.630
H 4.081 -3.447 0.444
H 1.779 -1.720 0.598
H 3.829 -1.357 2.027
H 3.432 -2.854 2.892
H 2.513 -1.008 4.121
H 2.493 0.440 2.148
H 1.169 0.609 3.101
H 0.036 -1.527 4.007
H 1.136 -2.858 4.281
H -0.425 -3.719 2.812
H -1.431 -1.693 2.084
H -1.094 -2.621 0.775
H 0.777 -4.040 0.608
H 1.731 -4.390 2.058
C -4.042 -3.442 -3.592
C -3.031 -3.895 -2.539
C -1.810 -3.034 -2.470
N -1.217 -2.684 -1.384
N -0.094 -1.908 -1.589
C 0.149 -1.702 -2.857
N 1.194 -0.976 -3.303
S -1.019 -2.428 -3.906
H -4.894 -4.119 -3.608
H -3.606 -3.445 -4.592
H -4.408 -2.435 -3.387
H -2.716 -4.920 -2.751
H -3.476 -3.901 -1.544
H 1.978 -0.860 -2.672
H 1.389 -0.958 -4.289
C 4.741 1.053 -1.630
S 3.561 0.267 -0.589
O 4.103 0.213 0.753
O 2.316 1.056 -0.679
O 3.337 -1.090 -1.164
H 5.029 1.996 -1.174
H 4.285 1.214 -2.604
H 5.599 0.388 -1.709
*
```

***

(6)
Formula: C3H6N2
Source: the OMol25 dataset
Level of theory: ωB97M-V/def2-TZVPD

HOMO-LUMO gap: 9.10 eV
F_max: 0.1322 Eh/bohr
E_HOMO: -8.643 eV
energy above the lowest of the compared OMol25 structures with the same formula, charge and spin: 249.6 kJ/mol
calculated total energy: -227.3298 a.u.

The geometry in ORCA input format:
```
! RIJCOSX wB97M-V def2-TZVPD def2/J DEFGRID3
* xyz 0 1
C -0.956 -0.117 -0.169
C 0.261 -1.113 0.013
C 1.116 0.810 -0.094
H -1.529 -0.416 -0.999
H -1.684 -0.141 0.646
H 0.117 -1.999 -0.674
H 0.221 -1.399 1.042
H 1.766 1.632 -0.118
H -0.572 2.052 0.719
N 1.468 -0.415 -0.148
N -0.207 1.107 -0.218
*
```

***

(7)
Formula: C3H4N4O
Source: the OMol25 dataset
Level of theory: ωB97M-V/def2-TZVPD

SMILES: C=N/N=c1/nco[nH]1
HOMO-LUMO gap: 9.41 eV
F_max: 0.1352 Eh/bohr
E_HOMO: -8.856 eV
energy above the lowest of the compared OMol25 structures with the same formula, charge and spin: 465.3 kJ/mol
calculated total energy: -410.8261 a.u.

The geometry in ORCA input format:
```
! RIJCOSX wB97M-V def2-TZVPD def2/J DEFGRID3
* xyz 0 1
C 0.659 -0.233 -3.000
C 0.177 0.477 0.163
C -0.552 0.352 2.238
H 0.953 0.825 -3.428
H 0.644 -1.196 -3.558
H -0.695 0.364 3.390
H -0.577 -1.536 -0.253
N 0.616 -0.398 -1.731
N 0.609 0.847 -0.962
N 0.143 0.990 1.486
N -0.627 -0.700 0.338
O -0.902 -0.901 1.691
*
```